1.
This record from the OMol25 dataset describes a molecular structure, C13H32GaGeN4O3. The level of theory is wB97M-V/def2-TZVPD.

Calculated values
- total charge = -1
- highest occupied orbital energy (hartree) = -0.10308
- frontier orbital gap (Eh) = 0.2013
- relative energy (zero: lowest compared OMol25 entry of this formula, charge and spin) (kcal/mol) = 9.5

Atoms and positions in Å:
Ga: -0.4268 -1.0484 -1.3602
C: 2.5152 0.7459 0.8122
Ge: 2.6771 -0.0319 -1.0036
C: 4.6000 -0.5420 -1.1954
C: 2.2856 1.4302 -2.2548
C: 1.5358 -1.5810 -1.3351
H: 3.1293 1.6453 0.8904
H: 2.8133 0.0524 1.6021
H: 1.4727 1.0264 0.9711
H: 5.2488 0.3200 -1.0208
H: 4.8029 -0.9222 -2.1985
H: 4.8662 -1.3205 -0.4768
H: 2.7261 2.3767 -1.9334
H: 1.1954 1.5268 -2.2859
H: 2.6470 1.2014 -3.2605
H: 1.6983 -2.3346 -0.5603
H: 1.8382 -2.0228 -2.2888
C: 0.0999 1.0762 3.7929
N: -0.5120 0.5524 2.5879
C: -0.9220 1.5683 1.6258
C: -0.2504 -0.7237 2.1531
O: -0.1469 -1.0629 0.9799
N: -0.0750 -1.6645 3.1537
C: 0.3638 -2.9852 2.7432
C: -0.8855 -1.6657 4.3565
H: 0.8075 1.8669 3.5244
H: 0.6477 0.3010 4.3225
H: -0.6494 1.5098 4.4636
H: -1.8221 2.0745 1.9897
H: -1.1058 1.1414 0.6336
H: -0.1327 2.3157 1.4985
H: 0.9456 -2.9043 1.8298
H: -0.4879 -3.6466 2.5503
H: 0.9769 -3.4199 3.5362
H: -1.4539 -0.7449 4.4427
H: -0.2589 -1.7870 5.2456
H: -1.5947 -2.5003 4.3258
C: -3.5347 0.8439 -1.8554
C: -2.1196 1.1226 -2.4182
C: -1.9335 2.6541 -2.4843
C: -2.0843 0.5920 -3.8659
N: -1.0996 0.5872 -1.5732
H: -4.3285 1.2896 -2.4688
H: -3.6013 1.2412 -0.8400
H: -3.6808 -0.2380 -1.8073
H: -2.7565 3.1351 -3.0285
H: -0.9940 2.8882 -2.9897
H: -1.8917 3.0643 -1.4730
H: -2.8583 1.0552 -4.4906
H: -2.2307 -0.4899 -3.8544
H: -1.1048 0.7921 -4.3074
O: -1.6339 -2.6799 -0.7389
N: -1.9713 -3.1107 -1.8706
O: -1.3459 -2.5698 -2.7914

Löwdin population analysis, charges in e, atoms 1 to 6: Ga 0.4073; C -0.2084; Ge 0.7540; C -0.2440; C -0.2265; C -0.3343

2.
This record from the OMol25 dataset describes a molecular structure, C13H32GaIO2P2Si. The level of theory is wB97M-V/def2-TZVPD.

Calculated values
- total charge = +2
- highest occupied orbital energy (spin up / spin down) (hartree) = -0.55330 / -0.55457
- frontier orbital gap (spin up / spin down) (Eh) = 0.1753 / 0.1726
- relative energy (zero: lowest compared OMol25 entry of this formula, charge and spin) (kcal/mol) = 47.8

Atoms and positions in Å:
C: 0.4254 2.2945 -1.7667
C: 0.1988 1.7778 -0.3858
H: 1.4737 2.5913 -1.8763
H: -0.2212 3.1732 -1.9039
H: 0.1600 1.5488 -2.5302
O: 0.9219 2.0514 0.5992
I: -0.7265 -3.1164 0.0556
Ga: -0.2076 -0.6935 -0.0536
P: 1.9786 -0.8523 -1.1310
C: 3.2485 0.4304 -0.8972
C: 2.8417 -2.3938 -0.6851
H: 3.5122 -2.6785 -1.5083
H: 2.5451 -1.5853 -3.3547
H: 2.1099 -3.1910 -0.5029
H: 0.7695 -1.4655 -3.1431
H: 4.1066 -0.0070 -0.3709
H: 3.4287 -2.2313 0.2281
C: 1.7308 -0.9772 -2.9360
H: 3.5758 0.8038 -1.8753
H: 1.7372 0.0222 -3.3904
H: 2.8531 1.2645 -0.3065
P: -2.5542 -0.8760 -1.6599
C: -3.9126 -0.9947 -0.4304
C: -3.1675 0.4637 -2.7431
H: -2.1334 -2.3631 -3.5297
H: -3.8745 -2.3193 -3.1064
H: -2.7104 -3.2703 -2.1065
C: -2.8532 -2.3581 -2.6999
H: -2.5115 0.5429 -3.6200
H: -4.1927 0.2318 -3.0644
H: -4.8744 -1.0242 -0.9608
H: -3.8761 -0.1086 0.2154
H: -3.1541 1.4140 -2.1964
H: -3.7831 -1.8931 0.1810
C: -1.1373 1.1161 -0.1467
O: -2.1731 1.6671 0.1602
C: 2.4478 1.1158 2.8656
Si: 0.6094 0.7749 3.0413
C: 0.4234 0.1903 4.8432
C: -0.4421 2.3299 2.9876
C: 0.0254 -0.6711 1.9887
H: 2.6245 2.1827 2.6877
H: 2.9111 0.5580 2.0446
H: 2.9543 0.8378 3.8009
H: 1.4051 0.1284 5.3287
H: -0.1994 0.8882 5.4157
H: -0.0427 -0.8010 4.8806
H: 0.1856 3.2015 2.7721
H: -1.2337 2.2953 2.2303
H: -0.9096 2.4810 3.9704
H: 0.6648 -1.5452 2.2293
H: -0.9778 -0.9608 2.3554

Löwdin population analysis, charges in e, atoms 1 to 6: C 0.0396; C -0.4439; H 0.1149; H 0.1360; H 0.0898; O 0.0617

3.
This record from the OMol25 dataset describes 3 unconnected molecules or ions with the total composition C13H32NO11P2. The level of theory is wB97M-V/def2-TZVPD.

Calculated values
- total charge = +1
- highest occupied orbital energy (hartree) = -0.46547
- frontier orbital gap (Eh) = 0.3646

Atoms and positions in Å:
C: -3.6146 -1.0233 -0.2365
C: -3.7541 -0.9034 -1.4044
C: -3.8730 -0.6274 -2.7704
N: -2.7413 0.3145 -3.0857
C: -1.4630 -0.3423 -3.5649
O: -0.4324 0.0109 -2.7457
C: 0.2730 1.1986 -3.0881
O: -0.4881 2.0695 -3.8550
C: -0.6382 3.3466 -3.2722
C: -1.6773 3.3792 -2.2035
O: -1.8267 4.6741 -1.7675
H: -3.3285 -0.8604 0.7611
H: -3.8445 -1.5126 -3.3611
H: -4.7840 -0.0909 -2.8933
H: -2.4869 0.7553 -2.2053
H: -2.9949 1.0589 -3.7309
H: -1.3023 -0.1678 -4.6092
H: -1.6069 -1.3892 -3.4374
H: 1.2013 0.9312 -3.5585
H: 0.5126 1.6735 -2.1620
H: 0.2946 3.7181 -2.9038
H: -0.9447 4.0342 -4.0254
H: -1.3950 2.7002 -1.4028
H: -2.5877 2.9780 -2.6291
H: -2.5662 4.7122 -1.1717
C: -1.3991 -1.2094 5.3649
O: -1.6942 -0.9233 3.9838
P: -1.5264 0.5321 3.4255
O: -1.7860 0.6331 1.9856
O: -0.0886 1.0199 3.8728
C: 1.0557 0.4131 3.2348
O: -2.4695 1.3928 4.3452
C: -2.5167 2.8139 4.1259
H: -0.4613 -1.7588 5.4177
H: -1.3214 -0.3028 5.9604
H: -2.1991 -1.8288 5.7591
H: 0.8393 0.1712 2.1958
H: 1.3456 -0.4914 3.7648
H: 1.8765 1.1215 3.2692
H: -2.3622 3.0556 3.0747
H: -1.7541 3.3012 4.7307
H: -3.4978 3.1641 4.4309
C: 5.9940 -2.8133 -0.7429
O: 5.3388 -2.3051 0.4326
P: 3.8064 -1.9680 0.4073
O: 3.2569 -1.5403 1.6841
O: 3.0968 -3.2443 -0.2242
C: 3.0323 -4.4318 0.5834
O: 3.6652 -0.9087 -0.7620
C: 2.3279 -0.4616 -1.0094
H: 6.1992 -3.8731 -0.6026
H: 5.3897 -2.6779 -1.6375
H: 6.9333 -2.2817 -0.8624
H: 2.9056 -4.1841 1.6364
H: 3.9409 -5.0183 0.4495
H: 2.1791 -5.0144 0.2497
H: 1.7498 -0.4512 -0.0845
H: 1.8423 -1.1175 -1.7323
H: 2.3702 0.5497 -1.4035

Löwdin population analysis, charges in e, atoms 1 to 6: C 0.2029; C -0.1266; C -0.1235; N 0.1114; C -0.1387; O -0.0421

4.
This record from the OMol25 dataset describes a molecular structure, C13H32O9V. The level of theory is wB97M-V/def2-TZVPD.

Calculated values
- total charge = -1
- highest occupied orbital energy (hartree) = -0.15629
- frontier orbital gap (Eh) = 0.2523
- relative energy (zero: lowest compared OMol25 entry of this formula, charge and spin) (kcal/mol) = 61.1

Atoms and positions in Å:
O: -0.5113 -0.0004 0.8563
V: 0.2132 -0.9114 -0.2957
O: 1.0356 0.1186 -1.2075
C: 1.4866 -3.1993 -0.5713
O: 1.7146 -2.3824 0.4301
O: 0.5801 -2.8883 -1.4038
O: 1.6477 -4.3754 -0.1489
C: -0.1741 0.5450 6.1585
C: 1.1762 0.1042 5.5883
C: 1.2337 0.5157 4.1121
O: 2.3794 0.6650 6.1848
H: -0.2780 0.2058 7.1917
H: -1.0390 0.2013 5.5952
H: -0.2261 1.6351 6.1823
H: 1.3038 -0.9760 5.6587
H: 1.0398 1.5494 3.8202
H: 0.7018 -0.1196 3.3996
H: 2.2114 0.4045 3.6296
H: 3.0835 0.0351 6.3399
C: -3.3138 -1.4825 1.5568
C: -2.9274 -2.7353 0.7959
C: -3.9918 -3.1870 -0.1896
O: -1.6578 -2.4651 0.1909
H: -3.3752 -0.6454 0.8629
H: -2.6887 -1.2759 2.4248
H: -4.2780 -1.6109 2.0612
H: -2.7617 -3.4762 1.5845
H: -3.5289 -3.7539 -0.9983
H: -4.5836 -2.3822 -0.6301
H: -4.7211 -3.7873 0.3571
H: -1.4673 -3.2945 -0.2723
C: 4.9693 2.4462 -2.2201
C: 4.4618 1.9852 -3.6000
C: 2.9576 1.8446 -3.5144
O: 4.8401 2.9936 -4.5423
H: 4.4363 3.3529 -1.9362
H: 6.0283 2.7121 -2.2293
H: 4.8676 1.6347 -1.5006
H: 4.9313 1.0820 -4.0029
H: 2.7420 1.2303 -2.6401
H: 2.4806 1.4012 -4.3923
H: 2.5301 2.8454 -3.4245
H: 4.2633 2.8134 -5.2929
C: -2.7422 1.7242 -1.3350
C: -2.4524 0.7305 -2.4064
C: -1.9350 1.3019 -3.7162
O: -1.6093 -0.3088 -1.9560
H: -1.9008 2.3147 -0.9694
H: -3.1309 1.1780 -0.4721
H: -3.5277 2.4362 -1.5935
H: -3.4390 0.3177 -2.6523
H: -2.0458 0.4726 -4.4272
H: -0.8516 1.4212 -3.7682
H: -2.4917 2.1281 -4.1549
H: -1.6658 -1.0885 -2.5172

Löwdin population analysis, charges in e, atoms 1 to 6: O -0.4050; V 0.9668; O -0.3652; C -0.9139; O -0.1346; O -0.1341

5.
This record from the OMol25 dataset describes a molecular structure, C13H33Cl2N2OP2STc. The level of theory is wB97M-V/def2-TZVPD.

Calculated values
- total charge = +3
- highest occupied orbital energy (spin up / spin down) (hartree) = -0.68691 / -0.68642
- frontier orbital gap (spin up / spin down) (Eh) = 0.2325 / 0.2197
- spin multiplicity = 4
- relative energy (zero: lowest compared OMol25 entry of this formula, charge and spin) (kcal/mol) = 0.0

Atoms and positions in Å:
C: 4.6630 -0.9752 0.8013
C: 3.4376 -0.3397 0.3081
H: 4.3415 -1.7303 1.5242
H: 5.3247 -0.2543 1.2849
H: 5.2414 -1.4522 0.0090
O: 2.3418 -0.6384 0.7761
Cl: 3.5315 0.8036 -0.9394
Tc: -1.4275 0.3969 -0.3063
P: -0.3670 1.6470 1.1431
C: -0.8941 1.3916 2.8775
C: 1.3076 2.0937 1.5974
H: 1.1880 2.9527 2.2658
H: -0.6954 3.9407 1.5093
H: 1.9112 2.3725 0.7357
H: -0.4113 3.5825 -0.2337
H: -0.3635 0.5068 3.2540
H: 1.7780 1.2740 2.1405
C: -0.9636 3.2969 0.6713
H: -0.5485 2.2841 3.4045
H: -2.0411 3.2871 0.4742
H: -1.9737 1.2648 3.0033
P: -0.6121 -1.2436 -1.5962
C: -1.1469 -2.9962 -1.3653
C: -1.0449 -0.8452 -3.3254
H: 1.6884 -0.8277 -2.2001
H: 1.1323 -2.4586 -2.7145
H: 1.5452 -2.1240 -0.9974
C: 1.1192 -1.7082 -1.9101
H: -0.4713 0.0498 -3.5972
H: -0.7620 -1.6889 -3.9663
H: -0.7643 -3.5945 -2.2054
H: -2.2343 -3.1035 -1.3201
H: -2.1134 -0.6265 -3.4082
H: -0.7140 -3.3796 -0.4322
Cl: -3.0876 1.4011 -1.5354
C: -6.5241 -1.0813 -1.4459
C: -6.0314 -1.5860 -0.1027
N: -4.5840 -1.3889 0.0283
C: -3.9236 -0.6240 0.9138
S: -2.3126 -1.1555 1.2787
N: -4.3227 0.5496 1.4088
C: -5.6864 0.8310 1.9191
C: -5.9783 0.0141 3.1626
H: -6.3122 -0.0034 -1.5539
H: -7.6079 -1.2526 -1.5074
H: -6.0256 -1.6211 -2.2611
H: -6.5287 -1.1279 0.7457
H: -6.2048 -2.6715 -0.0434
H: -3.9994 -2.1343 -0.3298
H: -3.5876 1.0184 1.9306
H: -5.7047 1.9040 2.1622
H: -6.3784 0.6593 1.0913
H: -5.3144 0.3170 3.9847
H: -7.0046 0.2086 3.4781
H: -5.8712 -1.0685 2.9904

Löwdin population analysis, charges in e, atoms 1 to 6: C -0.0397; C -0.8947; H 0.1062; H 0.1126; H 0.1088; O -0.0718

6.
This record from the OMol25 dataset describes a molecular structure, C13H33ClGdIN2OP2S. The level of theory is wB97M-V/def2-TZVPD.

Calculated values
- total charge = +2
- highest occupied orbital energy (spin up / spin down) (hartree) = -0.44228 / -0.44439
- frontier orbital gap (spin up / spin down) (Eh) = 0.1674 / 0.1921
- spin multiplicity = 8
- relative energy (zero: lowest compared OMol25 entry of this formula, charge and spin) (kcal/mol) = 0.0

Atoms and positions in Å:
C: 0.2913 -0.1275 -4.7951
C: 1.1540 -0.9970 -3.9522
H: 0.2882 0.9062 -4.4126
H: -0.7850 -0.3742 -4.9328
H: 0.6589 -0.0512 -5.8236
O: 1.5369 -0.5042 -2.7142
I: 1.5850 -2.7584 -4.4199
Gd: -1.1290 0.2527 0.4492
P: 3.0556 -0.2668 -1.9426
C: 3.4395 0.9504 -0.6271
C: 3.7040 -1.8707 -1.3956
H: 4.8015 -1.9063 -1.5113
H: 5.0317 0.5095 -2.9733
H: 3.2638 -2.6672 -2.0126
H: 3.8741 -0.1752 -4.1902
H: 3.0975 0.7328 0.3992
H: 3.4997 -2.0969 -0.3326
C: 3.9897 0.4482 -3.2941
H: 4.5371 1.0868 -0.5617
H: 3.5578 1.4478 -3.4481
H: 3.0308 1.9426 -0.8679
P: -3.1131 -0.4366 -1.5201
C: -3.9771 0.8673 -0.4908
C: -3.6326 0.3643 -3.0794
H: -4.0539 -2.6870 -1.7082
H: -5.3305 -1.4941 -1.3868
H: -4.2440 -2.0490 -0.0901
C: -4.2950 -1.7772 -1.1549
H: -3.3971 -0.1153 -4.0301
H: -4.7297 0.4246 -2.9904
H: -4.8955 0.9955 -1.0763
H: -3.4091 1.8171 -0.5409
H: -3.2325 1.3910 -3.1183
H: -4.2212 0.5237 0.5333
Cl: -1.4569 -1.9718 -2.3697
C: 0.3917 2.5714 4.9003
C: -0.6588 1.5281 4.6596
N: -0.8436 1.2338 3.1609
C: 0.2501 1.0213 2.3505
S: 0.6843 1.9661 1.0046
N: 0.8198 -0.2114 2.4841
C: 0.8196 -1.0333 3.7555
C: -0.4479 -1.8252 3.9324
H: 1.3843 2.1539 4.7134
H: 0.3498 2.9674 5.9235
H: 0.2348 3.4125 4.2174
H: -0.4384 0.6037 5.1973
H: -1.6370 1.8344 5.0314
H: -1.4546 1.9742 2.8008
H: 1.7062 -0.2806 1.9796
H: 1.6587 -1.7311 3.6101
H: 1.0810 -0.4015 4.6136
H: -0.6453 -2.5439 3.1297
H: -0.4362 -2.3971 4.8622
H: -1.3131 -1.1764 4.0548

Löwdin population analysis, charges in e, atoms 1 to 6: C -0.1563; C -1.1283; H 0.0850; H 0.0733; H 0.0796; O -0.3861

Max |F| for the records above, in order: 0.51; 5.10; 1.18; 7.38; 5.56; 4.65 eV/Å